C25H51ClP2Pr | wB97M-V/def2-TZVPD

The geometry in XYZ format:
```
80
Properties=species:S:1:pos:R:3:mulliken_charge:R:1
Pr 0.449 0.171 -0.079 -0.562
Cl 2.907 0.195 -0.982 -0.527
P 1.894 1.025 2.360 0.242
C 3.206 2.314 2.153 0.566
C 0.793 1.607 3.752 0.432
C 2.799 -0.505 2.874 0.601
C 2.817 3.277 1.018 -1.223
H 4.098 1.738 1.846 0.485
C 3.543 3.080 3.437 -1.591
H 2.719 3.741 3.740 0.237
H 4.415 3.720 3.238 0.482
H 3.802 2.420 4.275 0.284
H 2.826 2.768 0.047 0.166
H 3.545 4.100 0.985 0.470
H 1.814 3.699 1.180 0.206
H 3.504 -0.652 2.035 0.454
C 1.881 -1.740 2.956 -1.242
C 3.606 -0.296 4.155 -1.582
H 4.441 0.398 4.007 0.298
H 4.038 -1.256 4.465 0.466
H 2.980 0.071 4.983 0.276
H 0.964 -1.671 2.346 0.041
H 1.597 -1.942 3.999 0.357
H 2.438 -2.616 2.588 0.414
C -0.009 2.844 3.314 -1.443
H 1.494 1.890 4.556 0.825
C -0.142 0.511 4.274 -1.726
H 0.603 3.751 3.299 0.276
H -0.825 3.011 4.031 0.508
H -0.451 2.725 2.312 0.129
H -0.652 -0.037 3.463 0.295
H -0.920 0.978 4.900 0.528
H 0.389 -0.213 4.904 0.249
H 0.228 2.156 -0.139 -0.146
H -0.080 -1.762 0.091 -0.077
P -0.048 -0.572 -2.909 -0.062
C 1.042 -1.888 -3.595 0.637
C -1.825 -1.125 -3.133 0.658
C 0.320 0.953 -3.879 0.726
C 1.485 -2.841 -2.470 -1.120
H 1.925 -1.330 -3.958 0.479
C 0.439 -2.654 -4.777 -1.603
H -0.398 -3.292 -4.461 0.249
H 1.216 -3.315 -5.188 0.488
H 0.104 -1.995 -5.588 0.282
H 2.169 -2.340 -1.773 0.174
H 2.015 -3.693 -2.918 0.464
H 0.623 -3.216 -1.901 0.154
H 1.404 1.081 -3.707 0.512
C -0.397 2.197 -3.311 -1.242
C 0.090 0.756 -5.378 -1.667
H 0.806 0.048 -5.812 0.309
H 0.238 1.717 -5.887 0.496
H -0.930 0.411 -5.599 0.271
H -0.924 2.022 -2.360 0.115
H -1.123 2.583 -4.040 0.414
H 0.342 2.988 -3.115 0.321
C -2.152 -2.321 -2.226 -1.318
H -1.868 -1.430 -4.192 0.654
C -2.818 0.011 -2.901 -1.383
H -1.699 -3.253 -2.585 0.239
H -3.241 -2.458 -2.177 0.458
H -1.805 -2.160 -1.194 0.025
H -2.729 0.419 -1.882 -0.025
H -3.838 -0.386 -3.014 0.503
H -2.703 0.828 -3.621 0.297
C -2.121 0.604 0.769 -2.109
C -3.077 -0.460 0.882 0.930
C -2.801 -1.700 1.534 0.097
C -3.776 -2.689 1.602 -0.738
C -5.047 -2.490 1.049 -0.505
C -5.329 -1.282 0.395 -0.587
C -4.364 -0.295 0.297 -0.461
H -2.380 1.444 0.112 0.409
H -1.518 0.849 1.655 0.717
H -1.796 -1.871 1.928 0.202
H -3.544 -3.631 2.096 0.344
H -5.800 -3.265 1.113 0.347
H -6.312 -1.108 -0.038 0.332
H -4.565 0.649 -0.221 0.349
```

## Properties
LUMO energy (alpha / beta) = 2.604 / 2.605 eV
Spin multiplicity = 3
HOMO-LUMO gap (alpha / beta) = 5.5 / 5.4 eV
Net charge = -1
E_tot = -2643.0497 Ha

=====

C22H30FN5O | wB97M-V/def2-TZVPD

The geometry in XYZ format:
```
59
Properties=species:S:1:pos:R:3:mulliken_charge:R:1
C -5.676 3.495 -1.691 -1.204
C -4.405 3.714 -1.082 0.737
N -4.238 3.117 0.037 -0.785
N -2.836 3.434 0.445 0.772
C -2.071 4.280 -0.548 1.176
C -3.066 4.276 -1.411 -1.348
H -2.934 4.772 -2.212 0.782
C -0.738 4.573 -0.489 -1.991
H -0.371 4.901 -1.425 0.404
H -0.146 3.826 -0.018 0.379
H -0.792 5.194 0.263 0.524
C -2.182 2.792 1.576 -2.249
H -2.972 2.711 2.308 0.514
H -1.828 3.648 2.199 0.448
C -1.140 1.840 1.387 1.792
O -0.025 1.948 1.903 -0.746
N -1.602 0.731 1.127 0.275
C -2.928 0.258 0.628 -0.773
H -3.778 1.039 0.664 0.481
C -2.963 0.003 -0.915 -0.430
C -1.790 -0.938 -1.459 -1.744
H -1.813 -1.211 -2.375 0.931
H -2.231 -2.025 -1.014 0.202
C -0.543 -0.675 -0.694 1.771
N 0.559 -1.475 -1.609 -0.061
C 1.784 -0.848 -1.560 -0.772
H 1.853 0.299 -1.747 0.277
C 2.699 -1.075 -0.425 -0.567
N 2.899 -2.437 0.212 0.217
C 3.949 -2.829 0.827 0.250
C 4.931 -2.062 1.170 -0.346
C 6.199 -2.466 1.778 -1.387
C 6.226 -3.892 1.951 0.779
C 5.412 -4.660 1.510 -0.655
C 4.251 -4.209 0.901 0.040
H 3.332 -5.057 0.367 0.061
H 5.532 -5.744 1.384 0.332
F 7.271 -4.474 2.764 -0.340
H 6.848 -1.894 2.263 0.543
H 4.833 -1.128 1.263 0.638
C 1.465 -2.861 0.574 -0.449
H 1.617 -4.179 0.869 0.423
C 0.705 -2.812 -0.735 -0.863
H -0.280 -3.071 -0.432 0.454
H 1.098 -3.491 -1.680 0.326
H 1.056 -2.228 1.275 0.184
H 3.746 -0.531 -0.533 0.461
H 2.372 -0.174 0.594 0.213
H 2.291 -1.473 -2.484 0.319
H -0.205 0.309 -1.185 -0.058
C -0.659 -0.410 0.637 -2.583
H 0.286 -0.091 1.093 0.417
H -1.097 -1.252 1.003 0.451
H -3.959 -0.142 -1.225 0.627
H -2.788 1.136 -1.343 -0.017
H -3.408 -0.790 1.118 0.270
H -5.947 4.531 -1.966 0.312
H -5.438 2.918 -2.657 0.234
H -6.364 2.862 -1.173 0.351
```

## Properties
LUMO energy = 0.618 eV
Spin multiplicity = 1
Energy above the lowest of the compared OMol25 structures with the same formula, charge and spin = 404.30 kcal/mol
HOMO-LUMO gap = 8.5 eV
E_tot = -1304.5770 Ha

=====

C4H2IN3 | wB97M-V/def2-TZVPD

The geometry in XYZ format:
```
10
Properties=species:S:1:pos:R:3:mulliken_charge:R:1
C -1.439 1.811 0.781 0.363
C 0.204 -1.390 0.656 -0.129
C -0.742 0.648 0.716 0.330
C 0.476 0.147 -1.096 -0.390
N -1.808 2.895 0.703 -0.490
N -0.663 -0.518 1.154 -0.502
N 0.828 -0.964 -0.533 -0.050
I 1.242 1.061 -2.712 0.160
H 0.329 -2.217 1.302 0.481
H 1.575 -1.473 -0.971 0.227
```

## Properties
LUMO energy (alpha / beta) = 0.002 / -1.846 eV
Spin multiplicity = 3
Energy above the lowest of the compared OMol25 structures with the same formula, charge and spin = 6.86 kcal/mol
HOMO-LUMO gap (alpha / beta) = 6.3 / 6.9 eV
E_tot = -615.3562 Ha

=====

C3H5N3 | wB97M-V/def2-TZVPD

The geometry in XYZ format:
```
11
Properties=species:S:1:pos:R:3:mulliken_charge:R:1
N 0.161 0.258 -1.830 -0.439
C -0.142 0.903 -0.663 0.585
N -0.420 2.051 -0.341 -0.503
H -0.133 -0.710 -1.863 0.198
H 0.232 0.830 -2.658 0.240
C 0.537 -1.190 0.842 -0.775
N -1.063 0.520 1.536 -0.488
C -0.239 -0.087 0.747 0.427
H -0.744 0.660 2.500 0.226
H 1.254 -1.278 1.647 0.279
H 0.557 -1.956 0.081 0.250
```

## Properties
LUMO energy (alpha / beta) = -1.041 / -0.415 eV
Spin multiplicity = 1
Energy above the lowest of the compared OMol25 structures with the same formula, charge and spin = 124.69 kcal/mol
HOMO-LUMO gap (alpha / beta) = 7.9 / 8.8 eV
E_tot = -281.3913 Ha

=====

C5H7ClN5 | wB97M-V/def2-TZVPD

The geometry in XYZ format:
```
18
Properties=species:S:1:pos:R:3:mulliken_charge:R:1
C -0.737 -3.002 -0.081 -0.192
C 0.568 0.486 -0.133 0.570
C 2.748 -0.466 -0.398 0.355
C -0.006 -1.858 -0.532 0.410
C -0.374 1.534 -0.377 -1.181
N -1.266 -3.924 0.347 -0.267
N 1.761 0.555 -0.445 -0.364
N -0.065 -0.838 0.264 0.522
N 2.356 -1.620 -0.772 -0.425
N -0.722 -0.850 1.418 -0.722
Cl 4.128 0.192 0.265 -0.072
H 0.322 -1.785 -1.498 0.586
H -0.575 2.159 0.589 0.322
H -1.364 1.103 -0.622 0.387
H 0.023 2.414 -1.033 0.356
H 3.128 -2.261 -0.941 0.243
H -0.778 0.055 1.953 0.260
H -1.249 -1.658 1.742 0.214
```

## Properties
LUMO energy (alpha / beta) = -5.304 / -5.304 eV
Spin multiplicity = 1
Structure (SMILES) = [H]/N=C(Cl)/N=C(C)\[N+](N)=C\C#N
Energy above the lowest of the compared OMol25 structures with the same formula, charge and spin = 90.22 kcal/mol
HOMO-LUMO gap (alpha / beta) = 8.9 / 8.9 eV
Net charge = +1
E_tot = -928.3091 Ha